<one>
DFT (wB97M-V/def2-TZVPD) results for a single C4H10O2 molecule.

Element x y z (Å)
C -1.667 -0.736 -0.050
O -0.372 -0.318 0.396
C 0.286 0.784 -0.788
C -0.435 0.578 1.550
C 1.700 0.388 -0.868
O 2.016 -0.919 -1.315
H -2.271 0.137 -0.308
H -1.528 -1.348 -0.940
H -2.136 -1.320 0.740
H -0.193 0.295 -1.635
H -0.943 0.011 2.327
H -0.950 1.518 1.321
H 0.592 0.799 1.844
H 2.130 1.075 -1.610
H 2.218 0.592 0.072
H 1.553 -1.536 -0.737

The HOMO-LUMO gap comes out at 0.3037 Ha. The highest occupied orbital energy is -7.540 eV. For the LUMO energy, the calculation gives 0.0266 Eh.

Results of the Löwdin charge analysis, in e, for atoms 1 through 6: -0.06, -0.34, -0.03, -0.05, -0.36, -0.08

<two>
DFT (wB97M-V/def2-TZVPD) results for 2 unconnected molecules or ions with the total composition C4H10O2.

Element x y z (Å)
C 0.105 -0.262 -1.589
C -0.094 -0.026 0.994
C 0.409 -0.828 -0.161
C -1.603 0.294 1.080
O -1.101 -0.285 -1.782
H 0.500 0.813 -1.308
H 0.695 -0.645 -2.429
H 1.511 -0.668 -0.205
H -0.043 -0.690 1.873
H 0.237 -1.884 -0.028
H -2.037 0.226 2.070
H 0.614 0.776 1.187
H -2.093 -0.568 0.625
H 2.794 1.552 -0.636
H -1.984 1.076 0.442
O 2.091 1.121 -0.131

The HOMO-LUMO gap comes out at 0.2274 Ha. The highest occupied orbital energy is -9.732 eV. For the LUMO energy, the calculation gives -0.1302 Eh.

Results of the Löwdin charge analysis, in e, for atoms 1 through 6: -0.36, -0.25, -0.15, -0.09, 0.13, 0.21

<three>
DFT (wB97M-V/def2-TZVPD) results for a single C4H10O2 molecule.

Element x y z (Å)
C -0.229 2.016 -0.329
C -0.271 0.508 -0.196
O -0.954 -0.095 -1.267
C 1.072 -0.206 0.001
C 0.781 -1.713 0.249
O -0.621 -1.976 0.409
H -1.254 2.381 -0.458
H 0.183 2.441 0.595
H 0.370 2.365 -1.176
H -0.837 0.342 0.768
H -1.025 -1.033 -0.956
H 1.604 0.234 0.854
H 1.703 -0.077 -0.888
H 1.274 -2.074 1.152
H 1.115 -2.328 -0.592
H -0.960 -1.223 0.928

The HOMO-LUMO gap comes out at 0.4028 Ha. The highest occupied orbital energy is -10.067 eV. For the LUMO energy, the calculation gives 0.0329 Eh. As for the structure (SMILES): C[C@@H](O)CCO.

Results of the Löwdin charge analysis, in e, for atoms 1 through 6: -0.04, -0.49, -0.04, -0.12, -0.21, -0.11

<four>
DFT (wB97M-V/def2-TZVPD) results for 3 unconnected molecules or ions with the total composition C4H10O2.

Element x y z (Å)
C -0.323 1.483 -1.081
C 0.685 0.962 -0.378
C 0.653 0.807 1.050
C 1.760 0.401 1.714
H -1.092 1.914 -0.464
H -0.449 1.652 -2.131
H 1.704 0.902 -0.772
H -0.145 1.293 1.601
H 1.715 0.333 2.791
H 2.684 0.136 1.147
O 0.560 -1.904 0.741
H 0.149 -1.694 -0.109
H -0.154 -2.198 1.312
O -2.514 -1.143 -2.195
H -2.420 -2.071 -1.922
H -2.812 -0.873 -1.303

The HOMO-LUMO gap comes out at 0.3270 Ha. The highest occupied orbital energy is -8.440 eV. For the LUMO energy, the calculation gives 0.0168 Eh. As for the structure (SMILES): C=CC=C.O.O.

Results of the Löwdin charge analysis, in e, for atoms 1 through 6: 0.01, -0.23, -0.24, 0.00, 0.05, 0.05

Which is most stable, and by how much? <three>, by 0.0563 hartree.

<one>
DFT (wB97M-V/def2-TZVPD) results for a single C4H10O2 molecule.

Element x y z (Å)
C -1.832 0.019 0.215
C -0.370 0.237 0.434
O 0.103 -1.039 1.314
C 0.314 0.791 -0.881
C 1.683 0.146 -0.931
O 1.465 -1.214 -0.662
H -2.271 -0.337 1.144
H -2.323 0.939 -0.116
H -1.964 -0.728 -0.580
H -0.082 0.910 1.226
H -0.392 -1.873 1.163
H 0.327 1.905 -0.843
H -0.247 0.545 -1.798
H 2.339 0.639 -0.192
H 2.171 0.249 -1.910
H 1.130 -1.293 0.301

The HOMO-LUMO gap comes out at 0.3812 Ha. The highest occupied orbital energy is -9.516 eV. For the LUMO energy, the calculation gives 0.0315 Eh. As for the structure (SMILES): C[C@@H](O)CCO.

Results of the Löwdin charge analysis, in e, for atoms 1 through 6: -0.07, -0.27, -0.11, -0.14, -0.30, -0.12

<two>
DFT (wB97M-V/def2-TZVPD) results for 2 unconnected molecules or ions with the total composition C4H10O2.

Element x y z (Å)
C 0.014 0.060 -1.942
C 0.528 -0.658 -0.674
C 0.523 -0.162 0.557
C 1.004 -0.952 1.755
O 0.237 1.142 0.868
H -0.071 -0.645 -2.758
H -1.007 0.395 -1.753
H 0.570 0.992 -2.032
H 0.865 -1.660 -0.894
H 0.416 -0.605 2.606
H 0.810 -2.015 1.616
H 2.079 -0.850 1.907
H 0.728 1.824 0.370
O -2.618 1.164 0.229
H -2.207 0.295 0.235
H -1.871 1.676 -0.090

The HOMO-LUMO gap comes out at 0.3557 Ha. The highest occupied orbital energy is -9.105 eV. For the LUMO energy, the calculation gives 0.0211 Eh. As for the structure (SMILES): C/C=C(/C)O.O.

Results of the Löwdin charge analysis, in e, for atoms 1 through 6: -0.08, -0.10, -0.43, -0.03, 0.00, 0.07

<three>
DFT (wB97M-V/def2-TZVPD) results for 2 unconnected molecules or ions with the total composition C4H10O2.

Element x y z (Å)
C -1.722 -0.617 0.050
C -0.582 0.362 -0.236
C 0.324 -0.100 -1.358
O 1.502 0.175 -1.453
C 0.182 0.751 1.037
O 1.153 1.734 0.796
H -2.255 -0.890 -0.867
H -1.354 -1.537 0.521
H -2.448 -0.163 0.735
H -0.997 1.286 -0.670
H -0.160 -0.717 -2.144
H -0.528 1.164 1.765
H 0.612 -0.162 1.485
H 1.697 1.387 0.072
H 2.209 -1.589 0.386
H 2.368 -1.083 -0.118

The HOMO-LUMO gap comes out at 0.3930 Ha. The highest occupied orbital energy is -10.107 eV. For the LUMO energy, the calculation gives 0.0216 Eh. As for the structure (SMILES): C[C@H](C=O)CO.[H][H].

Results of the Löwdin charge analysis, in e, for atoms 1 through 6: -0.07, -0.33, -0.22, -0.02, -0.26, -0.06

Which is most stable, and by how much? <two>, by 0.0184 hartree.

<one>
DFT (wB97M-V/def2-TZVPD) results for a molecular structure, C17H22N2O4.

Element x y z (Å)
C 1.771 5.061 -6.024
C 1.758 3.620 -6.077
C 1.436 2.689 -4.926
H 0.548 2.091 -5.418
C 2.505 1.649 -4.831
C 2.082 0.937 -3.680
O 1.687 -0.107 -3.904
N 2.227 1.406 -2.413
C 1.857 0.924 -1.187
C 1.307 -0.382 -0.959
C 1.176 -0.698 0.372
C 1.215 0.039 1.348
C 1.362 1.213 1.104
C 1.866 1.864 0.046
H 2.198 2.738 -0.206
H 1.447 2.167 2.026
C 0.512 -0.464 2.715
H 1.463 -0.895 3.196
H 0.463 0.301 3.554
O -0.418 -1.237 2.692
C -0.778 -1.942 3.766
O -0.311 -1.386 4.907
N -1.760 -2.712 3.729
C -2.521 -2.855 2.427
H -1.746 -2.686 1.626
C -3.970 -2.607 2.591
H -4.675 -2.900 1.531
O -4.484 -3.168 3.725
C -3.999 -2.746 4.772
H -4.597 -3.338 5.632
C -2.396 -3.379 4.861
H -1.916 -3.147 5.629
H -2.474 -4.438 4.768
H -4.046 -1.823 4.907
H -4.010 -1.467 2.563
H -2.371 -4.061 2.373
H 0.760 -1.971 0.410
H 1.203 -0.775 -1.728
H 2.473 2.495 -2.333
H 2.972 1.402 -5.565
H 3.275 2.507 -4.334
H 1.090 3.622 -4.228
H 2.139 3.281 -7.199
H 2.035 5.660 -7.011
H 1.644 5.517 -5.248

The HOMO-LUMO gap comes out at 0.3239 Ha. The highest occupied orbital energy is -8.292 eV. For the LUMO energy, the calculation gives 0.0192 Eh.

Results of the Löwdin charge analysis, in e, for atoms 1 through 6: 0.02, -0.19, -0.24, 0.16, -0.10, -0.61

<two>
DFT (wB97M-V/def2-TZVPD) results for a single C17H22N2O4 molecule.

Element x y z (Å)
C 2.231 0.436 5.144
O 2.511 0.882 3.840
C 2.771 -0.050 2.870
C 2.890 -1.411 3.119
C 3.206 -2.300 2.106
C 3.409 -1.841 0.820
C 3.266 -0.492 0.551
C 2.941 0.413 1.552
O 2.846 1.726 1.162
C 1.841 2.535 1.746
C 0.524 1.833 1.827
C -0.368 1.687 2.852
C -1.416 0.884 2.356
C -1.088 0.585 1.059
C -1.816 -0.214 0.059
O -2.900 -0.716 0.290
N -1.158 -0.343 -1.118
C -1.745 -0.986 -2.266
C -2.191 0.046 -3.310
N -2.477 -0.570 -4.593
C -3.670 -1.391 -4.552
C -2.575 0.427 -5.641
O 0.092 1.170 0.737
H 2.017 1.335 5.720
H 3.090 -0.077 5.588
H 1.359 -0.225 5.164
H 2.750 -1.790 4.119
H 3.297 -3.351 2.334
H 3.663 -2.525 0.026
H 3.405 -0.105 -0.446
H 1.775 3.401 1.077
H 2.126 2.874 2.748
H -0.282 2.105 3.834
H -2.294 0.557 2.871
H -0.284 0.145 -1.238
H -2.597 -1.557 -1.892
H -1.020 -1.665 -2.723
H -1.370 0.754 -3.461
H -3.056 0.610 -2.917
H -3.531 -2.202 -3.842
H -4.566 -0.819 -4.266
H -3.834 -1.823 -5.538
H -1.640 0.982 -5.700
H -3.398 1.141 -5.476
H -2.738 -0.075 -6.593

The HOMO-LUMO gap comes out at 0.3361 Ha. The highest occupied orbital energy is -8.428 eV. For the LUMO energy, the calculation gives 0.0264 Eh. As for the structure (SMILES): COc1ccccc1OCc1ccc(C(=O)NCCN(C)C)o1.

Results of the Löwdin charge analysis, in e, for atoms 1 through 6: -0.08, -0.11, -0.19, -0.02, -0.09, -0.09

Which is most stable, and by how much? <two>, by 0.6520 hartree.

<one>
DFT (wB97M-V/def2-TZVPD) results for 2 unconnected molecules or ions with the total composition C2H5N3OS.

Element x y z (Å)
N -1.427 0.663 -0.620
C -0.392 0.026 -0.211
N 0.522 0.712 0.626
N -0.325 -1.313 -0.280
H -1.237 1.679 -0.300
H 0.602 1.663 0.548
H 1.311 0.124 0.610
H 0.424 -1.825 0.106
H -0.864 -1.755 -0.965
O -2.984 -1.622 0.184
C -3.492 -0.571 0.109
S -4.478 0.684 0.045

The HOMO-LUMO gap comes out at 0.3525 Ha. The highest occupied orbital energy is -8.928 eV. For the LUMO energy, the calculation gives 0.0244 Eh. As for the structure (SMILES): N=C(N)N.O=C=S.

Results of the Löwdin charge analysis, in e, for atoms 1 through 6: 0.05, -0.60, 0.13, 0.15, 0.09, 0.05

<two>
DFT (wB97M-V/def2-TZVPD) results for a single C2H5N3OS molecule.

Element x y z (Å)
H 1.601 1.571 -2.401
N 0.813 1.231 -1.816
C 1.217 0.532 -0.840
N 0.345 0.041 0.116
O 0.968 -0.847 0.998
C -1.014 0.076 0.143
N -1.509 -0.874 1.000
S -1.991 1.163 -0.597
H 2.227 0.317 -0.730
H 0.727 -0.539 1.873
H -2.479 -1.036 0.976
H -0.906 -1.635 1.277

The HOMO-LUMO gap comes out at 0.3147 Ha. The highest occupied orbital energy is -8.079 eV. For the LUMO energy, the calculation gives 0.0178 Eh. As for the structure (SMILES): [H]/N=C/N(O)C(N)=S.

Results of the Löwdin charge analysis, in e, for atoms 1 through 6: 0.07, 0.09, -0.24, -0.14, 0.01, -0.90

Which is most stable, and by how much? <one>, by 0.0755 hartree.